# 1
Entry from the OMol25 dataset: a structure of composition C11H26DyN2O2P2S at a distorted geometry (ωB97M-V with the def2-TZVPD basis set).

Calculated values
* <S²>: 12.610
* ΔE to the lowest compared entry with this formula, charge and spin: 0.577 eV
* HOMO (alpha / beta): -13.40 / -13.32 eV
* charge: +2
* 2S+1: 7
* DFT total energy: -72383.77011 eV
* gap between HOMO and LUMO (alpha / beta): 7.24 / 4.43 eV
* molecular weight: 474.86 g mol⁻¹

Positions of all 45 atoms, in Å:
Dy -0.3245 0.4306 0.2953
P -2.5305 -1.5187 0.7267
P -0.1131 3.3401 0.1907
N 0.5195 -1.5853 -0.4983
N 1.6637 0.8094 -0.8010
H 2.0626 -2.3886 -1.6852
H 3.4918 -0.2184 -1.1994
H 2.5751 -1.9944 -0.0443
C 1.9187 -1.6617 -0.8719
H 2.2806 -0.2918 -2.4937
C 2.4094 -0.2979 -1.3924
H 0.3413 -3.6834 -0.3398
H 3.0723 2.1496 -1.5418
C -0.1883 -2.7145 -0.2952
C 2.1037 2.0547 -1.0159
C -1.5796 -2.7273 -0.1857
C 1.4657 3.2398 -0.6592
H -2.0670 -3.6912 -0.3835
H 2.0039 4.1501 -0.9426
H -0.6979 4.3818 -0.6046
H 0.3345 4.1641 1.2645
H -3.7866 -1.7251 0.0785
H -2.7654 -2.3551 1.8625
H 0.1978 0.7089 -2.7945
C -0.8503 0.4430 -3.0057
C -1.6710 1.6852 -3.2324
C -0.9207 -0.5518 -4.1398
O -1.3629 -0.1302 -1.7324
H -1.4413 2.1220 -4.2074
H -2.7339 1.4277 -3.2036
H -1.5008 2.4467 -2.4611
H -0.1892 -1.3592 -4.0153
H -1.9257 -0.9894 -4.2354
H -0.6672 -0.0117 -5.0681
H -1.0385 -1.0971 -1.6294
C 2.2478 0.3636 4.0966
S 1.9876 -0.4905 2.5501
C 1.7069 -2.1701 3.0875
O 0.5365 0.0030 2.2164
H 3.2920 0.2281 4.3976
H 1.5512 -0.0619 4.8295
H 2.0405 1.4265 3.9234
H 1.3878 -2.1392 4.1322
H 0.9478 -2.6468 2.4595
H 2.6542 -2.7115 3.0027

Cartesian forces, eV/Å:
-1.74 -1.48 -0.26
-0.46 -0.98 -0.22
0.01 1.33 -0.06
0.67 1.07 1.13
0.68 1.25 -0.42
0.03 0.05 0.21
-0.29 0.26 -0.10
-0.19 0.13 -0.17
0.29 -0.34 0.16
-0.03 0.30 0.44
0.24 -0.60 -0.19
-0.25 0.38 -0.47
-0.47 0.04 0.20
-1.33 -0.35 -0.72
0.95 -0.77 -0.45
1.35 -1.12 0.06
0.79 -0.06 -0.41
0.29 0.33 0.50
-0.30 -0.23 0.16
0.06 -0.51 0.39
-0.30 -0.26 -0.16
0.31 0.50 0.37
-0.15 0.65 -0.12
-0.19 -0.04 -0.32
0.04 -0.03 0.63
-0.29 0.15 -0.08
0.03 -0.02 -0.19
0.43 -1.13 -0.35
-0.02 0.02 0.17
0.11 0.05 -0.11
0.05 -0.07 -0.08
-0.18 0.08 0.01
0.29 0.22 0.01
-0.15 -0.35 0.29
-0.70 1.56 -0.56
0.16 -0.22 0.22
-0.89 0.26 0.00
0.33 -0.18 0.47
0.73 0.00 0.34
-0.20 0.00 0.05
0.22 0.26 -0.11
0.10 -0.32 -0.03
-0.08 -0.17 -0.19
0.16 0.30 -0.04
-0.12 0.05 0.03

Atomic partial charges in e from the Mulliken method, atoms 1 to 8:
1. Dy 0.85
2. P -0.09
3. P -0.20
4. N 0.05
5. N 0.08
6. H 0.52
7. H 0.54
8. H 0.28

# 2
Entry from the OMol25 dataset: a structure of composition C11H26GaN4O6S at a distorted geometry (ωB97M-V with the def2-TZVPD basis set).

Calculated values
* HOMO (alpha / beta): -11.58 / -11.59 eV
* charge: +1
* DFT total energy: -93270.93229 eV
* gap between HOMO and LUMO (alpha / beta): 6.40 / 5.75 eV
* molecular weight: 412.14 g mol⁻¹

Positions of all 49 atoms, in Å:
O 2.3800 3.1197 -1.4097
H 3.1211 3.6358 -1.7753
Ga 1.1228 0.4563 -0.2258
N -0.1445 0.9429 -1.7197
N -0.3895 1.6244 0.6984
N 0.9545 -1.4326 -0.7777
N 1.1190 -0.5588 1.5385
O -0.0650 0.4106 -2.8975
O 0.6669 -1.8442 -2.0220
O 0.7460 -0.1079 2.7437
O -0.8031 1.6319 1.9363
C -1.1106 2.3726 -0.1736
C -0.9638 1.9974 -1.5272
C 1.4015 -2.3416 0.0923
C 1.3865 -1.8730 1.4349
C -1.6662 2.5683 -2.6932
H -0.9390 2.9717 -3.4084
H -2.3276 3.3818 -2.3843
H -2.2629 1.8035 -3.2028
C -2.0835 3.3409 0.3773
H -1.5996 3.9828 1.1229
H -2.9181 2.8247 0.8685
H -2.4860 3.9769 -0.4128
C 1.7697 -3.7171 -0.3187
C 1.5201 -2.7614 2.6212
H 2.1244 -3.7283 -1.3556
H 0.9184 -4.4067 -0.2315
H 2.5715 -4.1063 0.3234
H 1.1117 -2.2848 3.5175
H 2.5749 -3.0031 2.8090
H 0.9966 -3.7095 2.4465
H 0.3687 -0.9558 -2.4892
H 0.0680 0.7069 2.4907
C 2.4217 2.2237 0.6810
H 2.2780 3.1459 0.1128
H 3.4054 1.7807 0.5462
H 2.1291 2.2400 1.7347
O 2.4281 0.6251 -1.5205
H 2.5278 2.1110 -1.6028
H 1.9876 0.3493 -2.3547
C -2.8001 -2.4569 -0.5266
S -2.3323 -0.9084 0.2288
C -2.5874 -1.3816 1.9397
H -2.1264 -2.6400 -1.3715
H -3.8281 -2.3451 -0.8931
H -2.7354 -3.2797 0.1942
H -3.5632 -1.8765 2.0156
H -1.7818 -2.0418 2.2825
H -2.5860 -0.4638 2.5379

Cartesian forces, eV/Å:
0.60 0.75 -3.82
-0.49 -0.41 -0.15
-0.24 0.30 0.91
-1.23 0.39 -1.12
-1.27 0.21 0.76
0.26 -3.45 1.75
0.55 -3.43 0.01
-0.29 1.05 1.31
0.23 0.82 -0.43
-0.25 1.12 -0.10
0.86 0.51 -1.87
0.10 -0.52 0.74
0.42 -0.49 -0.59
-0.75 1.25 -3.70
-0.36 3.63 1.95
-0.43 0.61 0.02
-0.08 -0.19 0.09
0.12 -0.18 -0.15
0.20 0.07 0.08
-0.26 0.52 -0.31
-0.07 -0.24 -0.07
0.22 0.00 -0.06
0.02 -0.10 0.16
0.23 -0.44 0.06
-0.27 -0.22 0.11
-0.22 0.05 0.23
0.13 0.16 -0.08
-0.25 0.13 -0.11
0.12 -0.05 -0.28
-0.15 0.10 -0.11
0.13 0.16 0.03
0.32 -1.31 0.14
0.85 -0.94 0.65
0.70 0.50 3.52
-0.36 -0.76 0.92
-0.17 -0.31 -0.29
-0.30 -0.57 -0.04
0.42 -0.49 -0.71
0.17 1.49 0.05
0.70 0.19 0.53
-0.25 -0.19 -0.65
0.38 0.35 0.19
-0.08 0.20 0.31
-0.22 -0.12 0.15
0.27 -0.36 0.07
0.03 0.21 -0.23
0.28 0.16 0.18
-0.24 0.08 -0.01
-0.04 -0.28 -0.02

Atomic partial charges in e from the Mulliken method, atoms 1 to 8:
1. O -0.69
2. H 0.27
3. Ga 0.13
4. N 0.81
5. N 0.41
6. N 0.84
7. N 0.66
8. O -0.72

# 3
Entry from the OMol25 dataset: a structure of composition C11H27AgBGaO7 at a distorted geometry (ωB97M-V with the def2-TZVPD basis set).

Calculated values
* HOMO: -7.63 eV
* DFT total energy: -83227.87559 eV
* gap between HOMO and LUMO: 4.75 eV
* molecular weight: 459.73 g mol⁻¹

Positions of all 48 atoms, in Å:
C 4.5657 1.2747 0.9017
C 5.1927 0.1083 1.6590
O 5.4153 -1.0193 0.8112
C 4.5994 -2.1390 1.0688
C 3.1084 -1.8597 0.9466
C 2.6911 -1.4618 -0.4546
C 1.2292 -1.0268 -0.6577
C 1.0826 -0.0492 -1.8262
Ga -0.7040 0.9682 -1.8038
C -2.1903 -0.2230 -1.1249
O -3.4371 0.2403 -1.6903
C -4.3060 0.7899 -0.7878
O -5.0627 -0.2346 -0.1552
C -5.9697 0.2928 0.7774
C -6.9926 -0.7539 1.1380
O -7.7452 -1.1010 -0.0152
O -0.5569 2.4809 -0.6738
B 0.6015 2.7193 -0.0480
O 0.7302 2.6533 1.3472
O 1.7915 3.0534 -0.7150
H 4.8326 1.1665 -0.1514
H 4.9814 2.2262 1.2302
H 3.4769 1.3056 0.9573
H 4.6007 -0.1785 2.5330
H 6.1744 0.4069 2.0327
H 4.8202 -2.5935 2.0431
H 4.8755 -2.8823 0.3146
H 2.5741 -2.7685 1.2428
H 2.7693 -1.0830 1.6362
H 2.7437 -2.3357 -1.1507
H 3.3702 -0.7112 -0.8600
H 0.6257 -1.9080 -0.9086
H 0.8170 -0.6629 0.2880
H 1.0813 -0.6134 -2.8046
H 1.9525 0.6144 -1.8484
H -1.0386 1.4477 -3.2920
H -2.0788 -1.2664 -1.4413
H -2.2641 -0.2269 -0.0324
H -3.7764 1.3651 -0.0099
H -4.9892 1.4562 -1.3274
H -6.4866 1.1768 0.3790
H -5.4389 0.6040 1.6898
H -6.4760 -1.6333 1.5375
H -7.6361 -0.3399 1.9216
H -8.6057 -1.4268 0.2663
H 1.2542 3.4003 1.6599
H 1.6239 3.0882 -1.6654
Ag 2.1737 -2.3404 -2.9373

Cartesian forces, eV/Å:
0.06 -0.25 -0.27
0.26 0.18 0.14
-0.18 -0.03 -0.03
-0.08 -0.08 -0.06
-0.20 -0.56 -0.12
-0.47 0.24 -0.10
-0.05 0.07 0.12
0.67 -0.55 0.28
-0.96 0.21 -0.74
0.20 -0.02 0.08
-0.01 0.09 -0.01
-0.02 0.02 0.15
-0.02 -0.01 -0.08
0.04 0.04 0.05
0.10 -0.02 0.03
-0.18 0.06 0.04
0.57 -0.65 0.08
-0.13 0.20 0.14
-0.21 0.45 -0.07
-0.05 -0.05 -0.22
0.03 0.07 0.00
-0.18 0.03 0.13
0.01 0.06 0.07
-0.02 -0.02 -0.02
0.02 -0.05 -0.02
0.01 0.19 0.08
0.06 0.02 0.02
-0.03 0.03 0.05
0.13 0.08 -0.02
0.92 -0.65 0.58
-0.01 0.08 0.15
-0.14 -0.02 0.44
0.06 0.37 -0.13
-0.45 0.31 -0.24
-0.12 0.12 -0.06
0.19 0.06 0.04
0.01 -0.02 0.07
-0.02 -0.08 -0.01
0.03 0.03 -0.05
0.00 -0.05 -0.05
0.01 -0.04 -0.09
-0.05 0.03 0.03
-0.03 -0.03 0.00
0.01 -0.02 0.02
0.12 -0.01 -0.04
0.20 -0.37 0.03
0.01 0.14 0.19
-0.14 0.41 -0.58

Atomic partial charges in e from the Mulliken method, atoms 1 to 8:
1. C -0.83
2. C -0.37
3. O -0.42
4. C -0.79
5. C -1.09
6. C -0.21
7. C -1.00
8. C -0.60

# 4
Entry from the OMol25 dataset: a cluster of 3 separate species, C11H27BN5O7S in total at a distorted geometry (ωB97M-V with the def2-TZVPD basis set).

Calculated values
* HOMO: -12.19 eV
* charge: +1
* DFT total energy: -45132.74136 eV
* gap between HOMO and LUMO: 8.32 eV
* molecular weight: 384.24 g mol⁻¹

Positions of all 52 atoms, in Å:
C -1.1980 -2.0994 2.2896
O -1.7579 -1.3959 1.1737
C -2.2728 -2.1978 0.1717
N -1.3600 -2.2240 -0.9937
C -0.9735 -1.2056 -1.7202
N -0.1442 -1.3911 -2.8086
N -1.3539 0.0803 -1.4203
C -0.7331 1.1550 -2.2068
C 0.7153 1.3924 -1.7597
S 1.9210 1.0629 -3.0838
C 3.0674 0.1254 -2.1806
N 3.5561 -1.0323 -2.5085
N 4.4028 -1.3978 -1.4749
C 4.3510 -0.4388 -0.6059
O 3.5298 0.5720 -0.9819
O -2.7687 0.2033 -1.4273
B -3.2112 0.8904 -0.2475
O -4.1794 0.3062 0.4962
O -2.6867 2.1406 0.0226
H -1.0756 -1.3729 3.0871
H -0.2296 -2.5287 2.0401
H -1.8792 -2.8772 2.6316
H -2.3864 -3.2370 0.4793
H -3.2387 -1.8339 -0.1512
H -0.9997 -3.1289 -1.2570
H 0.8436 -1.2051 -2.6258
H -0.1950 -2.3569 -3.1204
H -1.3239 2.0426 -2.0096
H -0.8170 0.9502 -3.2756
H 0.8443 2.4246 -1.4454
H 0.9275 0.7799 -0.8859
H 4.8720 -0.3668 0.3326
H -3.9614 0.2859 1.4337
H -1.9056 2.0654 0.5849
C -1.4341 6.1782 0.5195
C -2.1158 5.8809 1.8423
O -3.3035 5.1140 1.6756
H -2.1147 6.7083 -0.1461
H -0.5411 6.7872 0.6645
H -1.1385 5.2502 0.0201
H -2.4231 6.8035 2.3306
H -1.4251 5.3591 2.5156
H -3.0668 4.2830 1.2529
C 3.8746 -3.5449 0.9818
C 2.9620 -4.1145 2.0468
O 1.7682 -4.6634 1.4775
H 3.3716 -2.7800 0.3960
H 4.7775 -3.1154 1.4185
H 4.1783 -4.3284 0.2841
H 2.6341 -3.3388 2.7388
H 3.4762 -4.8844 2.6276
H 2.0298 -5.3746 0.8837

Cartesian forces, eV/Å:
0.11 0.07 0.06
-0.30 0.17 0.06
0.04 -0.17 -0.07
-0.51 -0.14 -0.23
0.06 0.48 0.12
0.10 -0.93 0.52
-0.07 0.27 -0.65
0.03 0.25 -0.18
-0.20 0.18 0.06
0.19 0.13 -0.12
0.20 -0.47 0.06
-0.48 0.56 0.27
0.16 0.63 0.55
0.09 -0.51 -0.71
0.09 -0.23 -0.15
-0.07 -0.52 0.67
0.00 0.25 0.02
0.33 -0.54 -0.41
0.52 -0.53 0.33
0.02 0.05 -0.01
0.07 -0.13 -0.06
-0.02 -0.07 -0.01
0.10 -0.04 0.05
-0.11 0.24 -0.04
0.09 0.00 -0.03
-0.03 0.54 -0.37
0.09 -0.01 -0.03
-0.09 -0.05 0.13
0.06 -0.12 -0.02
-0.02 0.04 -0.01
0.17 -0.09 -0.01
-0.03 0.04 0.03
-0.43 0.40 0.14
0.01 0.34 0.03
-0.08 0.00 -0.02
0.03 -0.14 -0.07
0.06 0.02 0.05
0.00 0.02 0.00
0.01 -0.01 0.01
0.04 0.00 0.01
-0.01 0.00 0.02
0.01 0.07 0.04
-0.10 -0.02 -0.10
-0.03 -0.14 0.00
-0.02 -0.09 -0.09
-0.07 0.17 -0.04
-0.09 0.02 0.07
0.01 -0.02 0.01
0.09 0.02 0.02
-0.03 -0.02 0.02
0.03 0.04 0.05
-0.01 -0.04 0.05

Atomic partial charges in e from the Mulliken method, atoms 1 to 8:
1. C -0.90
2. O -0.29
3. C -0.74
4. N -0.14
5. C 0.21
6. N -0.38
7. N 0.67
8. C -0.81

Look up the DFT total energy of the first one.
-72383.77011 eV